Here is C7H12BCrF4IN5O7P2S as an isolated structure from the OMol25 dataset. Energies are from wB97M-V/def2-TZVPD.

Last column: Löwdin charge in e.
CARTESIAN COORDINATES (ANGSTROEM)
Cr: 0.179 -0.017 0.457  0.83
O: 2.635 -0.109 1.807  -0.13
P: 3.020 0.572 0.392  0.21
O: 4.426 0.387 0.041  -0.26
O: 1.933 0.041 -0.564  -0.40
O: 2.637 2.127 0.646  -0.25
P: 1.348 2.869 -0.009  0.22
O: 1.587 2.682 -1.585  -0.13
O: 1.288 4.281 0.361  -0.26
O: 0.146 1.979 0.361  -0.40
H: 2.180 0.440 2.460  0.06
H: 1.679 1.733 -1.771  0.05
C: -5.116 -3.177 -0.345  -0.10
C: -5.140 -1.940 0.545  -0.24
C: -4.159 -0.897 0.104  -0.61
N: -2.941 -1.149 -0.216  -0.02
N: -2.198 -0.051 -0.553  -0.02
C: -2.884 1.058 -0.466  -0.68
N: -2.377 2.281 -0.737  0.11
S: -4.540 0.792 0.014  1.11
H: -5.817 -3.927 0.021  0.07
H: -4.122 -3.622 -0.367  0.06
H: -5.386 -2.923 -1.371  0.08
H: -4.900 -2.210 1.577  0.12
H: -6.139 -1.502 0.566  0.10
H: -1.371 2.350 -0.511  0.07
H: -2.912 3.061 -0.391  0.10
F: -1.229 -0.031 1.960  -0.02
B: -0.700 -0.261 3.335  -1.21
F: -1.693 0.086 4.214  0.16
F: 0.432 0.555 3.439  0.13
F: -0.362 -1.602 3.399  0.14
I: 2.061 -5.967 0.809  0.84
C: 0.888 -4.294 0.601  -0.77
C: -0.485 -4.250 0.491  -0.14
N: -0.821 -2.957 0.389  0.03
N: 0.256 -2.168 0.412  -0.03
C: 1.308 -2.958 0.554  -0.15
H: -1.224 -5.031 0.480  0.12
H: -1.732 -2.518 0.224  0.10
H: 2.297 -2.536 0.620  0.12

Calculated values
Charge: -1
Orbital gap (spin up / spin down) in eV: 7.801 / 9.020
Electronic energy in Eh: -3922.5306
Highest occupied orbital energy (spin up / spin down) in eV: -5.822 / -7.043
Relative energy (zero: lowest compared OMol25 entry of this formula, charge and spin) in kJ/mol: 0.0
2S+1: 5
Expectation value of S²: 6.008